{"formula": "C3H8N2S", "method": "wB97M-V/def2-TZVPD", "elements": ["S", "N", "C", "N", "H", "C", "H", "H", "H", "H", "H", "H", "C", "H"], "coordinates": [[3.00043, -0.24954, -0.09107], [-0.80683, -1.07342, -0.09286], [-2.11334, -0.38033, 0.00764], [1.46215, -1.02053, -0.25142], [-0.58961, 1.41857, -0.73831], [0.25066, -0.35202, -0.21982], [-2.78755, -0.95940, 0.65813], [1.22292, 1.64645, -0.49521], [1.40544, -2.02808, -0.20392], [-2.57988, -0.09981, -0.96790], [0.10216, 1.46612, 0.81462], [3.15590, -0.12707, 1.24570], [0.27115, 1.15231, -0.18738], [-1.99360, 0.60675, 0.52180]], "forces_ev_per_a": [[-0.81, -0.76, -0.36], [-0.05, 0.77, -0.48], [0.65, 1.01, 0.49], [1.29, 0.67, 0.00], [-0.57, 0.96, -0.85], [-0.70, -0.45, 0.95], [0.17, 0.01, -0.66], [-0.97, -0.60, -0.16], [0.08, 0.10, 0.07], [0.29, -0.74, 0.53], [-0.20, 0.27, 1.04], [-0.30, -0.14, 0.01], [1.33, -0.44, -0.42], [-0.20, -0.67, -0.15]], "lowdin_charge": [0.748, 0.001, -0.150, -0.365, 0.053, -0.509, 0.068, 0.056, 0.083, 0.084, 0.077, -0.148, -0.061, 0.061], "smiles": "C/N=C(\\C)NS", "homo_ev": -8.874, "gap_ev": 9.600, "lumo_energy_ev": 0.73}



{"formula": "C19H20F4N4O2", "method": "wB97M-V/def2-TZVPD", "elements": ["C", "C", "C", "F", "O", "C", "C", "H", "F", "H", "H", "C", "C", "C", "H", "C", "O", "C", "H", "C", "H", "C", "C", "C", "H", "H", "C", "H", "H", "N", "C", "H", "N", "N", "H", "N", "C", "H", "H", "H", "H", "C", "F", "F", "C", "H", "H", "H", "H"], "coordinates": [[0.32940, 1.21710, -2.29093], [2.64242, 3.57131, 3.92017], [0.22256, 2.98929, 3.12343], [2.16655, -0.71168, -3.77998], [-2.28839, 1.00492, 0.04726], [-1.45857, -0.09870, 2.34258], [1.94099, 0.70484, -0.43014], [0.75935, -1.55197, 2.74571], [1.03366, 5.29864, 3.33668], [2.99188, 4.73470, 2.03868], [-0.10334, -3.08322, 2.86041], [-1.41242, -0.51121, -1.58388], [-0.36415, -1.80765, 1.01118], [3.72427, -0.94302, -0.60102], [-0.98858, -2.52662, 0.60730], [3.41880, -1.06771, -1.93616], [-0.94962, 3.14573, 3.84540], [1.38972, 4.00670, 3.20999], [0.69046, 1.86059, -3.14887], [3.13647, 0.03488, 0.11830], [-1.61367, -0.81795, -4.20099], [-1.61370, -0.06138, -0.14109], [2.62502, 3.78569, 2.39042], [2.43797, -0.39361, -2.52882], [-2.44962, -0.81981, -1.82743], [-2.17720, -1.73940, 3.32362], [1.51933, 0.52895, -1.75717], [2.79973, 2.95034, 1.76163], [-1.66507, 1.20792, -2.79829], [-1.05089, -0.56116, 1.03331], [-1.24312, -1.26050, 3.29917], [-0.29293, 0.21539, -4.63486], [-0.71812, -0.31476, -3.91755], [0.29762, 1.84968, 2.42791], [2.64319, 2.54630, 4.39683], [-1.73970, 2.11308, 3.45990], [-0.91268, 1.27213, 2.78466], [0.58407, -1.67587, 0.46311], [3.97749, -1.73661, -2.48704], [-2.56100, 0.16050, 2.42510], [-0.94253, -1.21503, 4.34121], [-0.16099, -2.03705, 2.53787], [3.72128, 0.54369, 1.24359], [4.82600, -1.51637, -0.15233], [-0.94250, 0.44056, -2.62966], [-0.84553, -1.41194, -1.59774], [0.03254, 1.81303, -1.42830], [1.45568, 1.40922, 0.22322], [3.05752, 4.38769, 4.48326]], "forces_ev_per_a": [[0.25, 0.83, -0.01], [-0.49, -0.39, -0.15], [0.76, -0.06, -0.18], [-0.17, 0.37, -1.06], [1.14, -2.49, -1.05], [-1.89, 2.87, 1.23], [1.81, -0.95, -0.32], [1.09, 0.27, 0.55], [-0.51, 0.50, 0.25], [0.38, 0.07, 0.02], [0.12, 0.17, -0.32], [-1.33, -1.54, 1.56], [1.46, 0.60, 2.20], [0.65, 1.35, 0.21], [-0.95, -1.80, -1.07], [-0.05, -0.36, 0.73], [2.44, 0.59, -2.16], [-0.94, -2.44, -0.38], [-0.85, -0.47, 0.81], [-2.28, 2.10, -0.27], [1.81, 1.21, 0.13], [-1.19, 5.23, 2.31], [-0.27, 0.17, 1.45], [-3.49, 2.02, 1.83], [0.41, 0.05, -0.18], [-1.16, -1.20, -0.07], [3.28, -2.86, 0.23], [-0.29, -0.62, -0.45], [-0.80, 0.54, 0.16], [-0.83, 0.47, -2.29], [1.44, -0.70, -1.22], [0.04, 0.64, -0.75], [-2.34, -1.81, 2.07], [-1.11, 1.60, 2.38], [0.18, 1.36, -0.90], [1.28, -3.22, -0.31], [-1.53, 1.36, -0.39], [-0.27, -0.53, 0.22], [1.10, -1.38, -1.21], [1.03, -0.48, -0.79], [0.11, 1.15, -0.01], [-0.19, -1.00, -0.43], [-0.76, -0.74, -0.48], [0.71, -0.73, 0.43], [1.53, 0.16, -2.18], [0.75, -0.76, -0.25], [-0.14, 0.76, -0.35], [-0.25, 0.13, 0.15], [0.31, -0.05, 0.32]], "lowdin_charge": [-0.113, -0.023, -0.167, 0.090, 0.011, -0.219, 0.057, 0.096, 0.076, 0.112, 0.116, -0.076, -0.135, -0.253, 0.100, 0.047, 0.034, -0.418, 0.152, -0.166, 0.105, -0.330, -0.024, -0.207, 0.145, 0.096, -0.114, 0.070, 0.127, -0.019, -0.107, 0.047, 0.040, 0.220, 0.136, 0.117, -0.235, 0.120, 0.120, 0.162, 0.125, -0.129, 0.062, 0.114, -0.367, 0.102, 0.116, 0.086, 0.100], "smiles": "N[C@@H](CC(=O)N1CCC[C@H]1c1noc(C2(F)CC2)n1)Cc1cc(F)c(F)cc1F", "homo_ev": -9.044, "gap_ev": 9.639, "lumo_energy_ev": 0.60}



{"formula": "CH2IN", "method": "wB97M-V/def2-TZVPD", "elements": ["H", "N", "C", "I", "H"], "coordinates": [[0.12684, 1.66198, 0.08801], [1.08457, 1.44190, -0.08543], [2.20108, 1.22452, -0.30273], [-2.36345, -2.51789, -0.09769], [-1.04903, -1.81050, 0.39785]], "forces_ev_per_a": [[0.04, -0.01, -0.01], [-0.64, 0.15, 0.11], [0.58, -0.14, -0.10], [-0.59, -0.30, -0.22], [0.61, 0.30, 0.22]], "lowdin_charge": [0.066, 0.031, -0.093, 0.391, -0.395], "homo_ev": -10.278, "gap_ev": 10.787, "lumo_energy_ev": 0.51}



{"formula": "C23H28BrN2O3S", "method": "wB97M-V/def2-TZVPD", "elements": ["H", "C", "C", "C", "C", "H", "C", "C", "H", "H", "H", "C", "H", "H", "H", "C", "C", "H", "C", "H", "C", "H", "C", "H", "C", "H", "H", "C", "H", "H", "C", "H", "H", "C", "C", "H", "H", "C", "C", "C", "H", "H", "H", "O", "H", "O", "H", "O", "H", "S", "N", "C", "N", "C", "C", "H", "H", "Br"], "coordinates": [[5.08638, -2.44002, -1.79376], [-3.66935, 0.96064, 0.43431], [-5.96341, 4.57038, 0.28353], [1.30829, 1.42641, -0.39462], [-3.56230, 1.88960, 1.45855], [-6.09142, 4.91285, -0.74062], [2.10289, 2.56191, -0.35965], [-4.30115, 3.05728, 1.40304], [-0.28148, -4.57674, -0.58113], [4.92534, -4.13743, -0.11433], [-2.42884, -5.40215, 0.48510], [4.74125, -3.37145, 0.63594], [3.09449, -2.56445, -0.30799], [-1.73355, -1.42692, -1.46404], [1.73567, 3.53130, -0.65245], [3.40548, 2.41557, 0.05931], [-1.74292, -0.42865, -1.03463], [5.69217, -3.05546, 1.06403], [-0.77214, -4.06830, 0.25616], [-2.72346, -4.08403, -0.65463], [4.84198, -1.66163, -1.07442], [-4.21807, 3.77620, 2.20442], [-5.14918, 3.31760, 0.33215], [4.59456, -0.94568, 1.60724], [0.63002, -2.19822, -0.07681], [-5.91461, 2.54878, -1.51458], [-1.84972, 2.29272, -0.82425], [-0.83105, 2.41804, -1.18801], [-0.28633, -4.38714, 1.18458], [5.76333, -1.22814, -0.68576], [1.79367, 0.14519, -0.02583], [4.27180, -0.88326, -1.57650], [5.62691, 1.90912, 0.92011], [-2.26147, -4.34710, 0.29279], [-5.24958, 2.37014, -0.68273], [-0.84285, 2.50301, -2.27736], [-0.43844, 3.34112, -0.76871], [3.10614, 0.03692, 0.46536], [3.91606, 1.17449, 0.47735], [-4.52664, 1.19425, -0.63241], [-2.72776, -3.76098, 1.07962], [-5.50143, 5.36077, 0.86940], [-4.63397, 0.45608, -1.41381], [5.19258, 1.04116, 0.89936], [-2.90655, 1.69066, 2.29232], [-0.58936, -2.65407, 0.11256], [2.97451, -1.68076, 1.72735], [1.59792, -2.96107, -0.14452], [-6.95394, 4.37994, 0.69720], [-2.73732, -0.55892, 0.52664], [4.05624, -2.22825, 0.02412], [0.69173, -0.75457, -0.22817], [-0.00675, 1.31542, -0.76542], [-0.38224, 0.01862, -0.68293], [3.69538, -1.21708, 1.05053], [-2.25070, 0.26125, -1.70280], [4.11894, -3.79782, 1.41937], [4.56423, 3.94290, 0.10042]], "forces_ev_per_a": [[-0.05, -0.07, 0.07], [0.22, -0.42, 0.05], [-0.09, 0.02, 0.03], [0.73, -0.32, 0.27], [0.01, -0.10, -0.06], [-0.02, 0.08, -0.04], [0.13, -0.05, 0.06], [-0.10, 0.04, -0.06], [-0.06, 0.09, 0.17], [-0.03, 0.06, -0.05], [-0.02, -0.11, 0.01], [0.23, -0.56, 0.28], [0.48, 0.17, 0.09], [0.03, 0.18, -0.09], [-0.03, 0.11, -0.04], [0.22, 0.27, 0.02], [-0.47, -0.10, 0.52], [-0.04, 0.09, -0.04], [-0.03, -0.82, 0.01], [-0.09, 0.00, -0.09], [0.35, 0.28, -0.57], [0.01, 0.10, 0.08], [0.11, -0.03, 0.03], [-0.09, -0.23, -0.06], [0.37, 0.12, -0.21], [-0.08, 0.04, -0.10], [0.07, 0.02, 0.00], [-0.33, 0.34, -0.31], [-0.02, 0.08, -0.16], [-0.05, -0.03, 0.06], [-0.01, 0.39, -0.07], [-0.02, -0.04, 0.06], [-0.08, -0.07, -0.02], [0.35, 0.29, -0.01], [0.04, 0.01, 0.00], [0.01, 0.04, 0.05], [-0.03, -0.03, 0.02], [0.29, 0.13, 0.04], [-0.41, 0.14, -0.16], [-0.03, 0.07, 0.05], [-0.10, -0.01, 0.08], [-0.01, 0.09, 0.01], [-0.03, -0.08, -0.06], [0.28, 0.01, 0.07], [0.10, 0.01, 0.07], [-0.15, 0.24, 0.05], [0.14, -0.12, -0.08], [-0.30, -0.04, 0.15], [-0.08, 0.07, 0.01], [-0.11, 0.17, -0.32], [-0.48, -0.22, -0.17], [-0.38, 0.16, -0.12], [-0.19, -0.47, 0.04], [0.41, -0.22, 0.07], [-0.22, 0.60, 0.38], [0.03, -0.05, -0.04], [-0.06, 0.08, 0.00], [-0.30, -0.43, 0.01]], "lowdin_charge": [0.110, -0.568, -0.044, -0.147, -0.105, 0.081, -0.030, -0.036, 0.131, 0.110, 0.085, -0.001, 0.116, 0.085, 0.109, -0.555, -0.326, 0.113, -0.192, 0.082, 0.013, 0.116, -0.273, 0.138, -0.396, 0.118, 0.080, 0.026, 0.134, 0.114, -0.029, 0.111, 0.051, -0.054, -0.034, 0.114, 0.097, -0.092, -0.315, -0.108, 0.071, 0.080, 0.111, 0.027, 0.105, -0.031, 0.150, 0.070, 0.091, 0.985, -0.209, -0.007, -0.023, -0.203, -0.065, 0.081, 0.111, 0.828], "smiles": "CCOC(=O)c1c(CSc2ccc(C)cc2)n(C)c2cc(Br)c(O)c(C[NH+](C)C)c12", "homo_ev": -10.577, "total_charge": 1, "gap_ev": 8.249, "lumo_energy_ev": -2.33}



{"formula": "C26H34ClN3S", "method": "wB97M-V/def2-TZVPD", "elements": ["H", "C", "C", "H", "H", "H", "C", "S", "C", "H", "C", "C", "H", "H", "H", "H", "H", "C", "C", "N", "H", "H", "C", "H", "H", "C", "C", "C", "N", "H", "H", "C", "H", "H", "C", "H", "Cl", "H", "C", "H", "H", "C", "H", "H", "C", "C", "H", "H", "C", "C", "H", "H", "H", "C", "H", "H", "C", "C", "C", "H", "H", "C", "N", "H", "C"], "coordinates": [[1.41549, -5.22564, 2.21528], [-0.63266, -3.06629, 0.62539], [-2.92359, 2.40191, 3.42110], [-1.82041, 2.45358, 1.56854], [1.65872, -0.42340, -3.25303], [-1.03135, 4.92034, 4.94640], [-0.17872, 0.68129, -3.43925], [-1.88938, -1.85702, 0.80630], [-0.01579, -3.72693, 1.68367], [-4.34037, -0.45922, 4.71870], [1.30980, -4.98185, 0.09403], [5.07675, 3.52940, -4.85823], [-3.07294, -1.88730, 6.29820], [5.16496, 1.09443, -3.42752], [-4.06322, 1.65836, 0.99617], [0.96563, -4.51967, -1.98797], [-1.34752, 3.26247, 5.45028], [0.73336, -1.00820, -5.11223], [-3.30863, 0.94417, 1.34356], [2.65605, 2.94308, -4.07952], [6.59858, 2.04774, -3.03766], [-4.62481, -0.78438, 1.41200], [-1.42446, -2.63714, 3.43487], [1.64796, -1.39249, -5.56694], [-2.14478, 4.27960, 2.69420], [0.70336, -4.30561, -0.96048], [-1.19958, 3.90778, 4.58078], [1.06287, 0.04017, -4.04259], [-0.35338, -3.49176, 3.04364], [6.74750, 0.58535, -4.01145], [5.53440, 4.16174, -4.09528], [-2.16009, -1.84799, 2.54546], [-0.30136, 3.56483, 4.06497], [-1.20819, -3.27043, 5.46240], [-0.26504, -3.35857, -0.68790], [-4.00914, 2.43208, 3.29502], [1.06295, -3.23096, 4.01820], [1.67985, 0.81483, -4.49371], [5.92362, 2.27248, -5.08729], [0.10496, 1.43964, -2.71090], [-3.21944, 4.45476, 4.05905], [-0.01254, -2.13964, -4.56407], [-0.78120, 1.16709, -4.20941], [-0.75340, -2.84476, -1.50708], [-2.41674, 3.83309, 3.65474], [-4.04625, -0.16708, 2.10723], [6.89189, 2.58754, -5.47913], [-4.77886, 0.32041, 2.75382], [-2.81214, -1.87177, 5.24717], [-3.52589, -1.07829, 4.35966], [5.45493, 1.65831, -5.85825], [-2.82509, 0.56531, 0.44210], [0.14087, -0.56012, -5.91223], [6.11868, 1.45356, -3.81726], [5.01349, 4.12249, -5.77163], [-0.80512, -0.05660, -2.93357], [-1.76784, -2.64483, 4.78019], [-3.21574, -1.05052, 3.01042], [0.94593, -4.69517, 1.39821], [-1.49489, 1.02307, 2.51695], [2.05998, -5.73705, -0.10366], [-2.29541, 1.69682, 2.20131], [-0.61161, -3.01828, -4.13185], [-2.71265, 1.81770, 4.31975], [3.71763, 3.20353, -4.42964]], "forces_ev_per_a": [[-0.02, 0.03, 0.03], [0.09, -0.07, 0.02], [0.17, 0.08, -0.14], [0.01, -0.05, 0.00], [0.02, -0.03, -0.03], [0.08, 0.03, -0.08], [0.01, -0.03, 0.03], [0.08, 0.07, 0.03], [-0.04, 0.02, -0.15], [0.03, -0.03, 0.01], [-0.08, 0.09, -0.04], [0.10, -0.04, -0.12], [0.02, -0.01, -0.04], [-0.01, 0.02, 0.01], [-0.02, -0.04, 0.01], [-0.01, 0.01, 0.00], [0.02, 0.05, 0.02], [0.16, 0.10, 0.06], [0.01, 0.04, 0.03], [0.01, 0.03, -0.03], [0.00, 0.00, 0.01], [0.09, 0.00, -0.07], [-0.07, 0.04, -0.16], [-0.02, -0.04, 0.00], [-0.13, 0.06, -0.03], [0.00, -0.02, 0.12], [-0.16, -0.19, -0.06], [-0.09, 0.02, 0.06], [-0.03, 0.02, -0.07], [0.00, 0.00, 0.01], [-0.03, 0.00, 0.03], [0.06, -0.16, -0.06], [0.05, 0.01, 0.06], [0.01, 0.01, -0.05], [0.00, -0.10, 0.00], [-0.01, -0.03, 0.00], [0.11, 0.07, 0.04], [0.00, -0.07, -0.04], [0.04, -0.07, 0.07], [0.00, 0.01, -0.01], [0.00, -0.09, 0.08], [-0.08, 0.00, -0.12], [0.00, 0.00, 0.00], [-0.02, 0.00, 0.01], [0.14, 0.08, 0.05], [-0.11, 0.03, 0.01], [-0.01, 0.03, -0.01], [-0.05, -0.08, -0.03], [-0.02, 0.05, -0.08], [0.07, 0.01, 0.24], [-0.01, 0.02, -0.02], [0.02, -0.03, 0.10], [-0.05, -0.02, 0.01], [-0.01, 0.00, -0.04], [-0.04, 0.00, 0.01], [0.00, 0.00, -0.01], [-0.16, 0.00, 0.24], [-0.01, 0.02, -0.02], [0.04, -0.10, -0.11], [-0.02, -0.04, -0.01], [-0.02, 0.02, 0.05], [0.06, 0.26, -0.03], [0.03, -0.04, 0.08], [-0.23, -0.06, 0.04], [-0.01, 0.11, 0.08]], "lowdin_charge": [0.093, -0.442, -0.207, 0.107, 0.112, 0.065, -0.106, 1.098, -0.305, 0.114, -0.081, -0.189, 0.105, 0.069, 0.115, 0.096, 0.068, -0.188, -0.231, 0.168, 0.078, 0.118, -0.293, 0.116, 0.097, -0.086, -0.113, -0.272, -0.385, 0.073, 0.122, -0.372, 0.071, 0.094, -0.118, 0.105, 0.717, 0.059, -0.261, 0.069, 0.099, -0.224, 0.078, 0.074, -0.265, -0.177, 0.107, 0.101, -0.068, -0.051, 0.110, 0.063, 0.121, -0.107, 0.118, 0.064, -0.065, -0.254, -0.061, 0.110, 0.102, -0.199, 0.158, 0.100, -0.213], "smiles": "CCCCCCc1cccc2c1Sc1ccccc1N2Cl.CCCC#N.CCCC#N", "homo_ev": -7.286, "gap_ev": 7.842, "lumo_energy_ev": 0.56}